Entry 1:
{"formula": "C18H62N22O12", "method": "ωB97M-V/def2-TZVPD", "lumo_ev": -0.4, "charge": 0, "max_force_ev_per_a": 7.4, "homo_lumo_gap_ev": 8.40, "de_lowest_kcal_mol": 122.6, "smiles": "COC[C@H](C)N.COC[C@H](C)N.NC(N)=O.NC(N)=O.NC(N)=O.NC(N)=O.NC(N)=O.NC(N)=O.NC(N)=O.NC(N)=O.NC(N)=O.NC(N)=O", "elements": ["C", "O", "C", "C", "C", "N", "H", "H", "H", "H", "H", "H", "H", "H", "H", "H", "H", "C", "O", "C", "C", "C", "N", "H", "H", "H", "H", "H", "H", "H", "H", "H", "H", "H", "N", "C", "N", "O", "H", "H", "H", "H", "N", "C", "N", "O", "H", "H", "H", "H", "N", "C", "N", "O", "H", "H", "H", "H", "N", "C", "N", "O", "H", "H", "H", "H", "N", "C", "N", "O", "H", "H", "H", "H", "N", "C", "N", "O", "H", "H", "H", "H", "N", "C", "N", "O", "H", "H", "H", "H", "N", "C", "N", "O", "H", "H", "H", "H", "N", "C", "N", "O", "H", "H", "H", "H", "N", "C", "N", "O", "H", "H", "H", "H"], "coordinates": [[0.95, -1.02, 7.04], [1.39, -0.93, 5.72], [1.27, 0.32, 5.05], [1.54, 0.06, 3.58], [1.87, 1.43, 2.95], [0.31, -0.34, 2.96], [1.42, -0.16, 7.54], [1.39, -1.88, 7.54], [-0.12, -0.83, 7.20], [0.31, 0.83, 5.14], [1.95, 1.05, 5.50], [2.39, -0.57, 3.29], [1.10, 2.17, 3.15], [2.11, 1.31, 1.90], [2.76, 1.78, 3.48], [0.02, -1.22, 3.35], [0.19, -0.39, 1.96], [7.70, 2.50, -2.50], [6.46, 1.87, -2.39], [5.44, 2.81, -2.40], [4.00, 2.22, -2.26], [3.68, 1.23, -3.39], [2.98, 3.27, -2.09], [8.06, 3.01, -1.60], [7.88, 3.25, -3.27], [8.31, 1.60, -2.62], [5.59, 3.32, -1.45], [5.43, 3.64, -3.11], [3.98, 1.68, -1.31], [3.52, 1.62, -4.40], [2.80, 0.66, -3.07], [4.53, 0.56, -3.52], [3.50, 4.13, -2.23], [2.16, 3.31, -2.69], [0.54, -4.57, -3.52], [0.27, -3.91, -4.59], [0.47, -2.62, -4.39], [-0.09, -4.46, -5.62], [0.45, -5.57, -3.57], [1.19, -4.10, -2.91], [0.22, -2.08, -5.21], [0.43, -2.28, -3.44], [1.16, 4.10, 0.31], [0.67, 5.09, 0.98], [1.37, 5.33, 2.10], [-0.25, 5.79, 0.59], [1.99, 3.65, 0.66], [0.65, 3.68, -0.45], [2.27, 4.90, 2.26], [1.10, 6.23, 2.47], [-2.32, -3.86, -2.23], [-3.02, -3.96, -1.14], [-4.03, -4.83, -1.26], [-2.75, -3.19, -0.22], [-2.46, -4.63, -2.87], [-1.49, -3.29, -2.25], [-4.59, -4.97, -0.43], [-3.88, -5.56, -1.94], [-0.62, 3.00, -3.50], [-0.28, 4.11, -2.97], [-0.75, 4.25, -1.79], [0.51, 4.90, -3.49], [-1.42, 2.43, -3.25], [-0.30, 3.06, -4.46], [-1.47, 3.62, -1.47], [-0.57, 5.07, -1.23], [-2.57, -0.36, -3.51], [-3.35, 0.62, -3.19], [-4.58, 0.16, -2.83], [-2.95, 1.75, -3.11], [-1.67, -0.09, -3.87], [-2.98, -1.28, -3.46], [-5.21, 0.83, -2.43], [-4.75, -0.83, -2.91], [-5.19, -1.66, 0.59], [-5.99, -0.65, 0.38], [-6.70, -0.41, 1.48], [-6.06, -0.02, -0.64], [-4.45, -1.86, -0.06], [-5.16, -2.11, 1.49], [-6.54, -1.16, 2.13], [-7.44, 0.28, 1.42], [1.35, -3.94, 1.03], [2.66, -3.75, 1.06], [3.04, -3.01, 0.05], [3.37, -4.15, 1.97], [0.76, -4.24, 1.79], [0.85, -3.54, 0.26], [4.00, -2.72, 0.08], [2.33, -2.65, -0.57], [-1.02, -3.19, 4.72], [-1.14, -3.60, 3.52], [-1.82, -2.76, 2.82], [-0.77, -4.70, 3.13], [-1.12, -2.23, 5.01], [-0.62, -3.75, 5.46], [-2.39, -2.06, 3.29], [-2.24, -3.11, 1.97], [-1.61, 2.48, 1.94], [-2.44, 1.87, 1.11], [-3.12, 0.91, 1.63], [-2.65, 2.26, 0.00], [-1.35, 3.45, 1.89], [-1.49, 2.01, 2.83], [-3.89, 0.50, 1.13], [-2.91, 0.58, 2.56], [0.39, 0.67, -0.43], [0.08, -0.62, -0.52], [-1.21, -0.77, -0.67], [0.98, -1.41, -0.71], [1.39, 0.84, -0.47], [-0.21, 1.44, -0.17], [-1.64, -1.69, -0.58], [-1.78, 0.05, -0.85]]}


Entry 2:
{"formula": "C18H62N8O13", "method": "ωB97M-V/def2-TZVPD", "lumo_ev": -0.3, "charge": 0, "max_force_ev_per_a": 9.6, "homo_lumo_gap_ev": 8.59, "de_lowest_kcal_mol": 191.4, "elements": ["C", "C", "O", "H", "H", "H", "H", "H", "H", "C", "C", "O", "H", "H", "H", "H", "H", "H", "C", "C", "O", "H", "H", "H", "H", "H", "H", "C", "C", "O", "H", "H", "H", "H", "H", "H", "C", "C", "O", "H", "H", "H", "H", "H", "H", "C", "O", "N", "N", "H", "H", "H", "H", "C", "O", "N", "N", "H", "H", "H", "H", "C", "O", "N", "N", "H", "H", "H", "H", "C", "O", "N", "N", "H", "H", "H", "H", "C", "O", "H", "H", "H", "H", "C", "O", "H", "H", "H", "H", "C", "O", "H", "H", "H", "H", "C", "O", "H", "H", "H", "H"], "coordinates": [[4.48, -0.33, 1.94], [3.55, -0.58, 0.78], [3.00, -1.86, 0.90], [4.86, -1.24, 2.40], [3.99, 0.09, 2.83], [5.33, 0.39, 1.69], [4.00, -0.73, -0.25], [2.78, 0.16, 0.55], [2.26, -2.00, 0.42], [-2.04, -2.44, 2.32], [-1.79, -1.14, 3.07], [-0.74, -0.31, 2.62], [-3.03, -2.83, 2.60], [-1.32, -3.17, 2.54], [-1.88, -2.17, 1.29], [-1.64, -1.45, 4.14], [-2.61, -0.45, 3.04], [-0.19, 0.01, 3.41], [-4.31, -1.30, -0.25], [-3.44, -0.07, -0.43], [-4.29, 0.96, -0.97], [-5.03, -0.92, 0.48], [-3.80, -2.03, 0.37], [-4.78, -1.47, -1.22], [-2.58, -0.29, -1.02], [-3.13, 0.25, 0.57], [-4.99, 1.21, -0.31], [-2.67, 4.20, 2.11], [-2.60, 2.67, 1.91], [-3.79, 2.02, 2.22], [-3.38, 4.75, 1.55], [-1.77, 4.71, 1.94], [-2.84, 4.32, 3.17], [-1.78, 2.25, 2.51], [-2.53, 2.46, 0.84], [-4.32, 2.47, 2.87], [1.45, 1.82, 2.85], [1.28, 1.78, 4.37], [0.39, 0.83, 4.77], [2.26, 2.54, 2.42], [0.52, 2.19, 2.40], [1.74, 0.86, 2.45], [1.02, 2.75, 4.75], [2.21, 1.46, 4.90], [0.90, 0.26, 5.37], [0.33, -4.09, -0.13], [1.68, -4.39, 0.24], [-0.61, -4.80, 0.42], [-0.12, -3.26, -1.02], [-0.36, -5.52, 1.20], [-1.62, -4.65, 0.18], [0.54, -3.03, -1.77], [-1.12, -3.16, -1.18], [2.58, -2.49, -2.95], [3.06, -1.26, -2.95], [1.34, -2.73, -3.16], [3.30, -3.53, -2.67], [0.71, -1.95, -3.53], [1.00, -3.66, -3.19], [4.34, -3.39, -2.61], [3.00, -4.46, -2.41], [0.34, -0.18, -5.23], [1.33, 0.71, -5.41], [-0.24, -0.75, -6.26], [-0.08, -0.75, -4.05], [0.10, -0.54, -7.26], [-0.74, -1.60, -6.28], [0.14, -0.31, -3.05], [-0.88, -1.36, -4.04], [0.35, 0.16, -0.65], [-0.17, 1.34, -0.08], [0.91, 0.11, -1.80], [0.40, -0.93, 0.04], [1.13, 1.07, -2.06], [1.63, -0.54, -1.90], [-0.06, -0.75, 0.95], [0.22, -1.87, -0.38], [2.53, 3.07, -1.39], [1.85, 2.65, -2.51], [3.04, 2.18, -1.12], [1.94, 3.54, -0.58], [3.31, 3.70, -1.69], [2.55, 2.58, -3.16], [-0.71, 4.74, -0.53], [-0.13, 4.84, -1.76], [-0.02, 4.38, 0.30], [-1.42, 3.96, -0.53], [-1.25, 5.59, -0.28], [0.27, 4.05, -2.03], [-1.92, 2.23, -3.11], [-3.03, 1.47, -3.49], [-2.12, 3.14, -2.64], [-1.25, 2.41, -3.99], [-1.33, 1.68, -2.42], [-3.48, 1.11, -2.64], [1.48, -2.79, 3.43], [2.00, -1.51, 3.48], [0.84, -3.18, 4.22], [2.25, -3.55, 3.31], [0.96, -3.04, 2.53], [2.51, -1.29, 2.69]]}


Entry 3:
{"formula": "C18H63N3O15", "method": "ωB97M-V/def2-TZVPD", "lumo_ev": 0.1, "charge": 0, "max_force_ev_per_a": 2.8, "homo_lumo_gap_ev": 9.38, "smiles": "COC[C@H](C)N.COC[C@H](C)N.COC[C@H](C)N.OCCO.OCCO.OCCO.O.O.O.O.O.O", "elements": ["C", "O", "C", "C", "C", "N", "H", "H", "H", "H", "H", "H", "H", "H", "H", "H", "H", "C", "O", "C", "C", "C", "N", "H", "H", "H", "H", "H", "H", "H", "H", "H", "H", "H", "C", "O", "C", "C", "C", "N", "H", "H", "H", "H", "H", "H", "H", "H", "H", "H", "H", "O", "C", "C", "O", "H", "H", "H", "H", "H", "H", "O", "C", "C", "O", "H", "H", "H", "H", "H", "H", "O", "C", "C", "O", "H", "H", "H", "H", "H", "H", "O", "H", "H", "O", "H", "H", "O", "H", "H", "O", "H", "H", "O", "H", "H", "O", "H", "H"], "coordinates": [[-1.74, -0.88, 4.36], [-2.61, -0.80, 3.28], [-3.53, 0.35, 3.33], [-4.54, 0.21, 2.13], [-5.45, 1.41, 2.05], [-5.30, -1.12, 2.30], [-0.93, -1.58, 4.14], [-2.28, -1.22, 5.24], [-1.22, 0.07, 4.44], [-4.05, 0.40, 4.28], [-2.86, 1.18, 3.11], [-4.00, 0.15, 1.19], [-4.86, 2.29, 2.28], [-6.24, 1.30, 2.80], [-5.85, 1.58, 1.05], [-5.93, -1.24, 1.52], [-4.70, -1.89, 2.05], [-4.65, -1.22, -1.47], [-4.84, -2.51, -0.89], [-3.87, -3.11, -0.08], [-2.67, -3.58, -0.93], [-1.75, -4.47, -0.08], [-1.87, -2.44, -1.31], [-4.44, -0.41, -0.78], [-5.64, -0.97, -1.86], [-4.11, -1.24, -2.42], [-3.56, -2.47, 0.75], [-4.29, -4.01, 0.38], [-3.07, -3.99, -1.85], [-2.31, -5.37, 0.15], [-1.57, -3.86, 0.80], [-0.79, -4.70, -0.54], [-2.54, -1.75, -1.63], [-1.48, -1.91, -0.54], [8.01, 1.55, -1.28], [7.06, 0.98, -2.11], [6.00, 0.48, -1.23], [5.19, 1.48, -0.33], [4.19, 0.72, 0.54], [4.54, 2.46, -1.22], [8.23, 0.89, -0.45], [7.65, 2.52, -0.94], [8.95, 1.81, -1.78], [5.27, -0.03, -1.86], [6.45, -0.28, -0.59], [5.88, 2.06, 0.29], [4.74, 0.11, 1.25], [3.53, 0.15, -0.11], [3.60, 1.44, 1.11], [4.01, 2.00, -1.95], [5.10, 3.12, -1.74], [2.99, -0.25, 3.58], [1.95, -0.94, 4.17], [2.00, -0.92, 5.71], [1.89, 0.43, 6.16], [2.96, 0.70, 3.71], [0.98, -0.59, 3.84], [1.90, -1.99, 3.86], [2.97, -1.22, 6.10], [1.27, -1.48, 6.28], [2.53, 1.00, 5.71], [-1.84, 2.69, -3.87], [-0.45, 3.06, -3.54], [0.60, 2.84, -4.66], [0.80, 1.40, -4.83], [-1.94, 1.73, -3.81], [-0.39, 4.12, -3.30], [-0.22, 2.48, -2.65], [1.55, 3.21, -4.29], [0.30, 3.22, -5.63], [0.04, 0.90, -5.17], [1.17, 1.40, -0.73], [-0.09, 0.80, -0.49], [-0.16, 0.27, 0.96], [-1.35, -0.53, 0.93], [1.68, 0.75, -1.20], [-0.82, 1.57, -0.69], [-0.33, 0.04, -1.23], [-0.21, 1.05, 1.72], [0.76, -0.29, 1.10], [-1.51, -0.79, 1.84], [-1.85, 0.02, -3.40], [-1.03, -0.48, -3.35], [-2.09, -0.03, -4.33], [2.56, -2.64, -0.03], [2.36, -2.15, -0.82], [3.17, -2.09, 0.46], [-0.16, -2.15, -3.47], [0.18, -3.00, -3.75], [-0.72, -2.35, -2.72], [1.04, 4.10, 0.23], [0.92, 3.16, 0.15], [1.99, 4.22, 0.24], [-4.03, 2.42, -1.98], [-3.35, 1.75, -1.90], [-3.73, 2.98, -2.70], [2.29, -0.68, -1.97], [1.63, -1.08, -2.52], [2.93, -0.32, -2.58]]}


no.,highest occupied orbital energy (eV)
1,-8.841
2,-8.916
3,-9.277